Entry 1:
Computed, not measured: a cluster of 2 separate species, C10H9O2P in total at a distorted geometry, with ωB97M-V with the def2-TZVPD basis set.

Structure (XYZ):
```
22
Properties=species:S:1:pos:R:3:forces:R:3:nbo_charge:R:1
C -2.386314 2.352085 0.105766 1.2 -3.2 -0.4 -0.193
C -2.288759 1.797612 -1.184948 0.0 2.3 -0.6 -0.216
C -2.052212 1.562746 1.186987 0.0 -2.2 -2.5 -0.195
C 4.042726 -0.759541 0.132006 -3.0 1.7 0.0 -0.307
C -1.888468 0.512905 -1.327599 -0.1 -1.9 -0.3 -0.177
C -1.736317 0.191143 1.043004 -1.2 0.7 -0.4 -0.188
C 3.245027 -1.594848 -0.677696 -0.8 -0.2 -2.2 -0.437
C 3.165015 0.279155 0.486372 2.5 -2.3 0.1 0.076
C -1.707389 -0.369685 -0.203360 0.6 1.5 -1.9 -0.461
C 2.066815 -0.916388 -0.852552 -0.6 -1.6 0.2 0.368
O 1.954167 0.099526 -0.033978 -0.6 0.6 -0.5 -0.430
O -1.145159 -2.594902 0.928068 -0.3 0.7 0.6 -0.996
P -1.210440 -2.009733 -0.592718 0.4 -0.6 -0.4 0.928
H -2.749884 3.288541 0.232823 -0.9 2.8 0.4 0.205
H -2.451589 2.519930 -2.055486 0.1 -1.5 1.1 0.219
H -2.191312 1.845692 2.138044 -0.4 1.6 3.3 0.201
H 5.062548 -0.895620 0.276466 1.4 0.1 0.7 0.228
H -1.805429 0.063241 -2.319050 0.1 0.2 0.1 0.210
H -1.820584 -0.543968 1.807106 0.6 0.1 1.2 0.226
H 3.491523 -2.393726 -1.373048 0.3 0.0 0.6 0.234
H 3.228511 1.037066 1.178110 0.3 1.7 1.2 0.193
H -0.822466 -3.471231 1.105682 0.2 -0.5 -0.4 0.512
```
Forces are in eV/Å.

LUMO (spin up / spin down)   -0.0298 / -0.0202 Eh
Energy relative to the best compared isomer or geometry (same formula, charge and spin)   348.4 kJ/mol
HOMO energy (spin up / spin down)   -7.0 / -8.6 eV
Electronic energy   -23894.547 eV



Entry 2:
Computed, not measured: a cluster of 2 separate species, C7H10O in total at a distorted geometry, with ωB97M-V with the def2-TZVPD basis set.

Structure (XYZ):
```
18
Properties=species:S:1:pos:R:3:forces:R:3:nbo_charge:R:1
C -1.489603 -0.679028 2.803574 -2.0 -0.2 0.4 -0.495
C -0.719860 -0.028290 2.121285 -0.1 -1.1 0.7 0.323
C -0.817742 0.252653 -1.153473 -1.6 -0.4 -3.1 -0.512
C 0.592026 0.618794 -1.298343 1.3 -1.2 -0.7 -0.251
C 0.128512 -0.449414 -0.351498 0.2 0.3 1.9 0.434
C 1.193322 1.845821 -0.702646 1.4 -1.1 1.5 -0.619
C 0.222432 -1.864979 0.037906 2.7 1.1 0.2 -0.701
O 0.274907 0.337604 1.476322 0.5 0.5 -3.0 -0.589
H -2.487164 -0.913306 3.187955 1.1 0.3 -0.2 0.235
H -1.442039 0.970890 -0.803639 -1.8 2.0 1.7 0.246
H -1.309042 -0.117375 -2.108734 0.7 -0.5 1.5 0.240
H 1.023024 0.245027 -2.272162 0.0 0.4 1.3 0.224
H 2.259484 1.452448 -0.470938 -1.3 1.7 -0.6 0.224
H 0.755467 2.066719 0.286317 0.1 -0.2 -0.6 0.251
H 1.037240 2.720992 -1.307778 0.7 0.3 -0.5 0.219
H -0.659609 -2.374059 -0.172993 -1.2 -1.1 -0.9 0.235
H 0.253775 -1.850970 1.139087 0.4 -0.4 -0.3 0.299
H 1.184869 -2.233528 -0.410241 -1.1 -0.4 0.6 0.237
```
Forces are in eV/Å.

LUMO   -0.0080 Eh
Energy relative to the best compared isomer or geometry (same formula, charge and spin)   574.3 kJ/mol
HOMO energy   -8.4 eV
Electronic energy   -9462.608 eV



What is the formula in the second record? C7H10O



Which value of energy relative to the best compared isomer or geometry (same formula, charge and spin) does entry 1 give? 348.4 kJ/mol



Which value of electronic energy does entry 2 give? -9462.608 eV



What is the energy relative to the best compared isomer or geometry (same formula, charge and spin) in the second record? 574.3 kJ/mol